Entry 1:
Here is 3 unconnected molecules or ions with the total composition C35H31N2O7P2 from the Open Molecules 2025 dataset. Energies are from the ωB97M-V functional and the def2-TZVPD basis.

Calculated total energy   -2671.085999 Eh
HOMO-LUMO gap   8.620 eV
Highest occupied orbital energy   -11.5 eV
Net charge   +1

```
77
Properties=species:S:1:pos:R:3:forces:R:3
C 1.023733 0.151797 1.282485 0.230 -0.002 -0.354
C 0.552830 -0.402109 0.327785 -0.519 -0.276 -0.210
P -0.241452 -1.249049 -0.983431 0.151 -0.526 -0.042
C 1.082862 -2.098890 -1.926973 0.346 0.237 0.820
C 2.395073 -1.351723 -1.786688 -0.067 0.240 -0.304
N 2.437446 -0.110817 -2.016164 0.094 -0.159 0.148
C -1.321814 -2.483990 -0.206924 -0.405 -0.170 -0.056
C -2.009127 -3.459252 -1.199880 -0.144 0.106 -0.381
N -1.737594 -3.145014 -2.606765 0.561 0.362 0.373
C -1.237546 -0.146879 -2.046015 0.434 0.286 0.049
P -1.194380 1.632684 -1.581051 -0.815 1.388 0.295
O -1.257510 1.861131 -0.132357 0.313 -0.500 -0.313
O 0.041373 2.265309 -2.356154 -0.704 -0.372 0.162
O -2.468753 2.277595 -2.347859 1.301 -1.020 -0.037
H 1.532653 0.699207 2.041946 -0.123 -0.046 0.193
H 1.181915 -3.078719 -1.455109 -0.143 -0.084 -0.128
H 0.786299 -2.240729 -2.961455 -0.105 0.050 -0.031
H 3.273087 -1.917587 -1.473048 -0.059 -0.152 -0.065
H 3.391601 0.224321 -1.869825 -0.038 0.216 -0.048
H -2.081032 -1.961437 0.380843 0.139 0.242 -0.036
H -0.743047 -3.056181 0.518982 0.276 0.200 -0.008
H -1.632930 -4.461129 -1.013745 -0.027 -0.040 0.043
H -3.085158 -3.466915 -1.015148 0.043 -0.075 0.271
H -2.371276 -2.452943 -2.973427 -0.283 -0.201 -0.191
H -1.765824 -3.969736 -3.184550 -0.115 -0.030 -0.124
H -2.268708 -0.500427 -2.026391 -0.022 -0.010 0.192
H -0.869777 -0.244598 -3.069346 0.023 -0.051 0.029
H 0.843593 2.247389 -1.815757 0.111 0.012 -0.058
H -3.153182 1.598185 -2.390369 -0.395 0.352 -0.108
C 5.264555 3.480281 2.645281 0.025 0.001 -0.032
C 6.167438 4.517510 2.854132 -0.012 -0.036 -0.032
C 7.216193 4.713816 1.971576 -0.066 0.043 0.105
C 7.372193 3.868425 0.880219 -0.071 -0.075 -0.002
C 6.475797 2.817482 0.678167 0.054 0.023 -0.007
C 5.418235 2.632807 1.561205 -0.058 0.061 0.127
C 6.645329 1.878013 -0.463023 -0.101 -0.142 -0.049
O 5.854797 0.968736 -0.645312 -0.141 -0.008 -0.046
C 7.805430 2.074988 -1.370510 0.034 0.042 0.028
C 8.014500 1.178797 -2.412641 0.068 -0.026 -0.104
C 9.083947 1.356264 -3.273966 0.003 0.037 0.025
C 9.946265 2.434177 -3.103497 -0.047 -0.025 0.019
C 9.745879 3.328529 -2.065134 0.073 -0.038 -0.097
C 8.680929 3.148952 -1.191758 -0.059 -0.074 -0.008
C 8.498717 4.105008 -0.065589 0.189 0.222 0.025
O 9.245888 5.047360 0.082206 -0.041 -0.054 -0.002
H 4.443352 3.332766 3.334567 0.007 0.008 0.011
H 6.051669 5.172896 3.706903 -0.006 0.005 -0.001
H 7.918908 5.520732 2.125977 0.048 -0.018 -0.090
H 4.723832 1.820370 1.397187 0.061 -0.047 -0.072
H 7.341075 0.343471 -2.543496 -0.052 0.026 0.069
H 9.247832 0.654858 -4.081174 0.002 0.003 -0.005
H 10.778073 2.574008 -3.780778 0.003 -0.003 -0.001
H 10.415311 4.165858 -1.925697 -0.046 0.028 0.086
C -10.189853 -3.906725 1.517311 0.015 0.024 0.043
C -10.333438 -3.483796 2.834692 0.035 0.004 -0.055
C -9.403224 -2.624720 3.396243 -0.109 -0.056 0.019
C -8.319167 -2.190451 2.644216 0.043 -0.023 -0.103
C -8.165686 -2.629050 1.325125 0.015 0.041 0.074
C -9.108645 -3.481896 0.763635 -0.097 -0.066 0.008
C -6.995246 -2.207720 0.514465 -0.065 -0.132 -0.240
O -6.847662 -2.581704 -0.632737 0.051 0.008 0.058
C -5.985907 -1.315062 1.149926 -0.043 0.013 0.092
C -4.862432 -0.942707 0.424040 0.228 0.076 -0.015
C -3.913451 -0.109733 0.991357 -0.074 -0.116 -0.077
C -4.082817 0.366405 2.287687 -0.023 -0.011 0.012
C -5.202034 -0.001522 3.015576 0.123 0.046 -0.035
C -6.152642 -0.847723 2.451833 0.067 -0.007 -0.083
C -7.338920 -1.255566 3.260110 -0.109 0.061 0.267
O -7.489792 -0.835688 4.386523 0.040 -0.021 -0.058
H -10.922555 -4.571483 1.079815 -0.003 -0.002 0.002
H -11.174495 -3.824472 3.423446 -0.008 0.005 -0.003
H -9.513820 -2.289083 4.417937 0.074 0.063 -0.008
H -8.991342 -3.810282 -0.259631 0.082 0.041 -0.009
H -4.739821 -1.313358 -0.586918 -0.141 -0.043 -0.008
H -3.039500 0.173893 0.419176 0.061 0.203 0.101
H -3.342984 1.024134 2.724159 0.002 0.015 -0.023
H -5.344072 0.362717 4.023587 -0.090 -0.056 0.014
```
Forces are in eV/Å.

From a Mulliken analysis of the wavefunction, the atomic charges in e read: 1.003 -1.955 1.501 -0.796 -0.458 -0.372 -0.619 -0.818 -0.439 -1.001 0.902 -0.565 -0.518 -0.554 0.529 0.433 0.434 0.433 0.285 0.088 0.565 0.416 0.364 0.151 0.255 0.448 0.561 0.376 0.354 -0.486 -0.494 -0.624 0.348 0.161 -0.612 0.616 -0.704 0.241 -0.544 -0.526 -0.478 -0.602 0.241 0.525 -0.645 0.384 0.406 0.487 0.564 0.447 0.402 0.409 0.486 -0.500 -0.501 -0.532 0.159 0.167 -0.558 0.593 -0.678 -0.290 -0.179 -0.122 -0.975 -0.686 0.142 0.642 -0.643 0.406 0.408 0.483 0.468 0.590 0.593 0.507 0.501

---

Entry 2:
Here is a molecular structure, C35H31N4O6S2Ti from the Open Molecules 2025 dataset. Energies are from the ωB97M-V functional and the def2-TZVPD basis.

Multiplicity   2
⟨S²⟩   0.75
Calculated total energy   -3668.370109 Eh
Energy above the lowest of the compared OMol25 structures with the same formula, charge and spin   4.7 kcal per mole
HOMO-LUMO gap (spin up / spin down)   6.204 / 6.025 eV
Highest occupied orbital energy (spin up / spin down)   -12.3 / -12.3 eV
Net charge   +2

```
79
Properties=species:S:1:pos:R:3:forces:R:3
Ti -0.014959 0.598977 -0.304055 1.305 -0.852 -0.340
O -2.789692 3.679176 -0.653512 0.085 -0.004 -0.116
C -2.088615 2.616476 -0.384927 -0.230 -0.273 0.420
O -1.146877 2.198813 -1.067730 -0.302 0.441 -0.150
C -2.465928 1.858642 0.845282 -0.088 0.300 -0.399
C -3.471349 2.126385 1.749982 0.059 -0.126 0.139
C -3.558917 1.282601 2.863292 0.013 0.079 -0.111
C -2.646245 0.252196 3.033894 0.092 -0.127 -0.070
C -1.671629 0.060360 2.058257 -0.229 -0.017 0.366
N -1.627368 0.837427 0.995182 -0.140 0.185 0.271
C -0.519235 -0.931175 2.091603 -0.006 -0.004 0.060
O -0.397993 -1.759712 2.941990 -0.052 0.031 0.001
O 0.309504 -0.703216 1.079680 -0.189 0.117 -0.191
H -2.466853 4.126149 -1.455646 -0.007 -0.025 0.032
H -4.147392 2.957306 1.610507 -0.001 0.014 -0.009
H -4.329337 1.450167 3.603023 -0.007 0.007 0.009
H -2.664525 -0.394666 3.900393 -0.004 -0.010 -0.002
O 1.034845 2.074200 0.735259 -0.297 -0.078 -0.077
S 2.059782 1.788470 1.848777 0.110 -0.009 -0.046
C 3.491574 1.136117 0.961480 0.061 -0.050 -0.001
C 3.899591 1.963208 -0.254458 -0.071 0.071 0.028
C 4.646896 1.139785 -1.322746 0.074 -0.006 -0.024
C 3.885012 0.944384 -2.633450 -0.021 -0.044 -0.082
S 2.588010 -0.290550 -2.476414 0.067 -0.078 0.084
O 1.636149 0.336883 -1.456339 -0.355 0.314 0.125
C 1.793690 -0.189111 -4.046436 0.059 -0.184 -0.124
C 2.005156 -1.264327 -4.902024 -0.086 0.042 0.012
C 1.424157 -1.242487 -6.162663 0.004 0.000 0.036
C 0.633313 -0.167317 -6.537042 0.001 -0.025 -0.026
C 0.417071 0.893507 -5.663647 -0.022 0.031 0.015
C 1.000489 0.892014 -4.408976 0.027 0.075 0.050
C 2.648850 3.386920 2.335650 0.073 -0.062 0.025
C 2.371636 4.521785 1.592350 0.019 0.008 -0.040
C 2.877856 5.737398 2.030227 -0.027 -0.004 -0.044
C 3.647238 5.800931 3.183046 0.014 0.000 0.025
C 3.909640 4.653417 3.920463 -0.011 -0.016 -0.014
C 3.399600 3.433855 3.504637 -0.025 0.036 -0.013
H 3.189076 0.118781 0.701166 -0.036 0.027 -0.015
H 4.284966 1.059137 1.708438 -0.014 -0.006 0.011
H 4.523905 2.793006 0.074633 0.006 -0.014 0.020
H 3.002857 2.404727 -0.693899 0.033 -0.004 -0.005
H 4.946511 0.163723 -0.931087 0.004 0.006 0.022
H 5.578672 1.640869 -1.586489 -0.018 0.018 0.013
H 4.534662 0.538166 -3.413556 0.007 0.007 0.012
H 3.438052 1.867761 -3.007726 -0.044 -0.013 0.038
H 2.603367 -2.109799 -4.586648 0.026 -0.006 0.007
H 1.583147 -2.067842 -6.842015 0.000 -0.010 -0.014
H 0.179209 -0.152983 -7.518423 -0.003 0.005 -0.013
H -0.199626 1.726936 -5.971224 -0.002 0.014 0.003
H 0.844504 1.717005 -3.723454 0.000 -0.007 0.002
H 1.771908 4.453075 0.695092 -0.011 -0.003 0.004
H 2.671684 6.637733 1.467857 -0.001 0.005 -0.003
H 4.038165 6.753103 3.514301 0.005 0.004 0.009
H 4.498273 4.707797 4.825378 0.005 0.010 0.008
H 3.576757 2.538699 4.089024 0.000 -0.019 0.003
N -3.477499 -3.719146 -5.190743 0.052 -0.196 -0.005
C -3.620145 -4.944406 -5.813685 -0.049 0.130 -0.009
C -4.456694 -5.379313 -6.839083 0.013 -0.062 -0.012
C -4.321443 -6.698195 -7.214014 -0.015 0.030 -0.007
C -3.390777 -7.557508 -6.596790 0.021 0.001 0.022
C -2.568830 -7.120635 -5.584620 -0.028 -0.022 -0.041
C -2.690479 -5.785416 -5.188727 0.078 0.072 0.106
N -2.005900 -5.088826 -4.210376 -0.072 -0.084 -0.125
C -2.501061 -3.882708 -4.242068 0.034 0.198 0.102
C -2.037045 -2.826886 -3.344619 -0.062 -0.102 -0.096
C -1.037562 -3.132647 -2.417958 0.048 0.110 0.122
C -0.580616 -2.149695 -1.572135 0.041 -0.056 -0.048
N -1.048638 -0.887290 -1.595518 0.075 0.298 0.105
C -2.013895 -0.597821 -2.477767 -0.011 -0.036 -0.061
C -2.535071 -1.524317 -3.357514 0.094 0.053 0.074
H -4.011653 -2.892399 -5.387137 -0.013 -0.003 0.007
H -5.174915 -4.726138 -7.315244 -0.008 0.003 -0.007
H -4.947709 -7.089237 -8.004182 -0.006 0.002 -0.005
H -3.328734 -8.583927 -6.930398 -0.002 -0.007 -0.004
H -1.855714 -7.776384 -5.105560 0.011 0.001 0.013
H -0.636328 -4.134197 -2.369031 -0.023 -0.025 -0.030
H 0.188601 -2.357027 -0.837448 -0.022 -0.020 -0.011
H -2.373448 0.423858 -2.488978 0.008 -0.018 0.016
H -3.312480 -1.206721 -4.037484 -0.010 -0.032 -0.027
```
Forces are in eV/Å.

From a Mulliken analysis of the wavefunction, the atomic charges in e read: 0.427 -0.434 0.388 -0.316 0.362 -0.708 -0.480 -0.830 0.689 0.506 0.282 -0.581 -0.532 0.411 0.606 0.496 0.596 -0.280 0.153 -0.927 -0.466 -1.104 -0.809 0.133 0.009 0.965 -0.615 -0.701 -0.504 -0.818 -0.271 0.768 -0.312 -0.717 -0.485 -0.702 -0.439 0.364 0.727 0.636 0.207 0.430 0.411 0.559 0.452 0.461 0.455 0.455 0.454 0.347 0.340 0.419 0.414 0.422 0.451 0.026 0.752 -1.068 -0.433 -0.498 -0.771 0.575 -0.591 -0.267 1.102 -0.893 -0.577 0.443 -0.458 -1.003 0.172 0.393 0.398 0.403 0.448 0.576 0.617 0.527 0.361

---

Entry 3:
Here is a molecular structure, C35H32BrMnN4O2Se from the Open Molecules 2025 dataset. Energies are from the ωB97M-V functional and the def2-TZVPD basis.

Multiplicity   6
⟨S²⟩   8.88
Calculated total energy   -7849.070861 Eh
Energy above the lowest of the compared OMol25 structures with the same formula, charge and spin   15.3 kcal per mole
HOMO-LUMO gap (spin up / spin down)   7.436 / 6.613 eV
Highest occupied orbital energy (spin up / spin down)   -5.0 / -5.4 eV
Net charge   -1

```
76
Properties=species:S:1:pos:R:3:forces:R:3
Mn 0.052727 0.026553 -0.196467 0.280 -1.133 0.211
C 4.268105 -0.041185 -1.422925 -0.069 -0.023 0.069
C 3.466907 -0.982688 -2.274751 0.001 0.008 0.039
C 4.072885 -2.119324 -2.797907 0.057 -0.067 -0.006
C 3.377974 -2.997304 -3.611548 -0.024 0.001 -0.030
C 2.067647 -2.703161 -3.953623 0.078 -0.042 0.006
C 1.431052 -1.575131 -3.451655 0.006 0.146 0.030
C 0.054939 -1.212379 -3.926729 -0.018 0.041 0.168
C 2.112818 -0.733911 -2.554210 0.152 -0.247 -0.279
N 1.429607 0.295560 -1.876348 -0.464 0.308 0.398
C 1.793041 1.568697 -2.074246 -0.020 -0.350 -0.398
O 2.538090 2.022705 -2.945460 0.014 0.135 0.097
C 1.214940 2.499188 -1.035968 0.002 0.000 0.001
C 1.466102 3.857907 -1.029748 0.000 0.083 -0.123
C 0.976918 4.622997 0.018206 -0.001 -0.224 0.016
C 0.297726 3.994942 1.053718 -0.024 0.124 0.065
C 0.091553 2.631885 0.981432 -0.140 -0.027 -0.032
N 0.508481 1.918345 -0.066241 0.470 1.667 0.057
C -0.576828 1.830646 2.073066 -0.016 -0.403 0.278
O -1.040472 2.390351 3.065803 -0.002 0.170 -0.080
N -0.521958 0.520089 1.805078 0.151 0.051 -0.464
C -1.199738 -0.405998 2.627642 -0.131 -0.111 0.231
C -2.602761 -0.456465 2.648599 0.025 -0.018 -0.079
C -3.447488 0.635219 2.056337 0.074 0.111 0.107
C -3.222799 -1.530603 3.278795 -0.006 -0.030 0.029
C -2.489087 -2.507172 3.929346 -0.008 -0.049 0.056
C -1.110569 -2.388377 3.998620 -0.014 -0.005 -0.021
C -0.455077 -1.338200 3.369413 -0.014 0.096 -0.032
C 1.026442 -1.160409 3.560741 -0.025 -0.031 -0.040
H 5.240987 -0.472683 -1.183093 -0.013 -0.018 0.032
H 3.741793 0.192752 -0.493020 -0.001 -0.005 -0.008
H 4.424416 0.897081 -1.957066 0.000 0.033 0.037
H 5.108103 -2.327182 -2.545948 0.006 0.049 -0.003
H 3.858044 -3.892060 -3.990788 0.001 0.016 -0.012
H 1.528173 -3.356519 -4.630740 -0.034 0.022 0.009
H -0.425552 -2.046733 -4.438056 0.044 -0.013 -0.037
H 0.114502 -0.364674 -4.614770 -0.032 -0.010 -0.007
H -0.579966 -0.902591 -3.101503 -0.100 0.008 0.017
H 2.026025 4.273047 -1.855923 0.032 -0.012 0.027
H 1.143415 5.692416 0.040636 0.002 0.012 0.002
H -0.074133 4.523029 1.920781 -0.019 -0.024 0.002
H -2.971055 1.117498 1.205923 -0.049 -0.062 0.021
H -3.606469 1.406473 2.814679 -0.036 0.017 -0.014
H -4.415426 0.245621 1.739574 -0.001 0.008 -0.038
H -4.304551 -1.603518 3.245096 -0.002 0.041 0.018
H -2.988352 -3.346956 4.398658 -0.007 0.012 -0.007
H -0.527628 -3.122924 4.544073 0.006 0.012 0.009
H 1.501763 -2.112455 3.803787 0.014 0.000 -0.011
H 1.211507 -0.470269 4.388992 0.000 0.011 -0.018
H 1.495991 -0.745443 2.674501 0.052 0.021 -0.038
C 3.445139 -4.872515 0.148674 -0.033 0.104 -0.062
C 2.335965 -3.859112 0.158031 0.051 0.060 0.040
C 1.021696 -4.184501 -0.163927 0.076 0.006 0.044
C 0.051832 -3.201197 -0.240461 -0.356 0.165 -0.076
C 0.427368 -1.883448 -0.004502 0.507 -0.480 0.076
Br -2.260681 -0.192585 -1.072660 -0.283 -0.104 -0.285
N 1.669738 -1.590222 0.358604 -0.130 0.212 0.076
C 2.604126 -2.526450 0.441284 -0.060 -0.206 0.057
H 3.053034 -5.888605 0.116075 0.015 -0.010 0.012
H 4.083133 -4.770897 1.027686 0.009 -0.028 -0.002
H 4.065997 -4.714526 -0.736967 0.033 -0.079 0.017
H 0.769067 -5.219280 -0.369942 -0.034 0.008 -0.011
H -0.971620 -3.444731 -0.494522 0.006 0.048 -0.042
H 3.601527 -2.208018 0.732750 -0.003 0.006 -0.025
Se -2.131481 2.697353 -2.292516 -0.038 0.086 -0.156
C -3.381130 3.472166 -1.094297 0.073 -0.083 -0.031
C -3.079209 4.676649 -0.459379 -0.013 -0.055 0.000
C -3.995173 5.258669 0.402281 -0.003 0.065 0.016
C -5.210346 4.637595 0.654871 0.043 0.015 0.000
C -5.509853 3.434755 0.028708 -0.058 -0.032 0.019
C -4.606555 2.853424 -0.847058 0.038 0.041 0.059
H -2.121816 5.146597 -0.646137 0.006 -0.012 0.040
H -3.750428 6.194918 0.889419 -0.009 -0.012 0.014
H -5.912042 5.083818 1.348202 -0.023 -0.007 -0.021
H -6.457928 2.947850 0.222836 0.023 -0.027 0.018
H -4.823148 1.905614 -1.321822 -0.035 0.018 -0.026
```
Forces are in eV/Å.

From a Mulliken analysis of the wavefunction, the atomic charges in e read: -0.452 -1.726 2.062 -0.946 -0.945 -0.839 0.773 -1.189 -0.269 0.076 -0.247 -0.783 0.443 -0.631 -0.488 -0.443 0.446 0.719 -0.111 -0.794 -0.042 -0.123 1.518 -1.505 -0.783 -0.869 -0.839 1.277 -1.521 0.445 0.222 0.438 0.359 0.422 0.359 0.414 0.276 -0.060 0.562 0.434 0.569 -0.143 0.373 0.408 0.376 0.388 0.381 0.432 0.344 0.065 -1.423 0.827 -0.477 -0.933 1.470 -0.619 -0.028 -0.653 0.385 0.357 0.246 0.344 0.521 0.290 0.011 0.022 -0.294 -0.521 -0.427 -0.419 -0.361 0.374 0.355 0.368 0.375 0.376

---

| no. | maximum force (hartree/bohr) |
| --- | --- |
| 1 | 0.0321 |
| 2 | 0.0310 |
| 3 | 0.0337 |